Model one:
ORCA calculation (ωB97M-V with the def2-TZVPD basis set) on a 2-piece molecular cluster, C11H20N3 overall.

Bonds (Å) are listed after each position.
Atoms and positions in Å:
1 C -1.07775 3.17458 1.55342  C2 1.352, N12 1.373, H15 1.069
2 C -2.13348 2.92826 0.74593  C1 1.352, N13 1.373, H16 1.070
3 C -0.73998 1.18141 0.55998  N12 1.349, N13 1.346
4 C 0.03846 -1.84993 1.98675  C5 1.533, C6 1.533, H17 1.089, H18 1.085
5 C -0.27118 -1.94833 0.48871  C4 1.533, C7 1.491, H19 1.095, H20 1.086
6 C 1.51054 -1.42237 2.01121  C4 1.533, N14 1.449, H21 1.090, H22 1.094
7 C 0.71123 -1.00759 -0.12260  C5 1.491, C11 1.485, N14 1.301
8 C 1.49492 0.65061 -1.83952  C11 1.527, H23 1.087, H24 1.087, H25 1.086
9 C 1.43203 -1.82933 -2.30404  C11 1.542, H26 1.087, H27 1.085, H28 1.086
10 C -2.80179 1.12415 -0.80855  N13 1.437, H29 1.088, H30 1.090, H31 1.093
11 C 0.75681 -0.65712 -1.56482  C7 1.485, C8 1.527, C9 1.542, H32 1.092
12 N -0.24137 2.09442 1.41889  C1 1.373, C3 1.349, H33 1.006
13 N -1.90885 1.71035 0.15222  C2 1.373, C3 1.346, C10 1.437
14 N 1.68444 -0.79806 0.71488  C6 1.449, C7 1.301, H34 1.010
15 H -0.85906 4.00656 2.18786  C1 1.069
16 H -3.01486 3.50282 0.55212  C2 1.070
17 H -0.58413 -1.07633 2.43341  C4 1.089
18 H -0.13032 -2.78303 2.51506  C4 1.085
19 H -0.06450 -2.95360 0.10797  C5 1.095
20 H -1.30234 -1.70943 0.24786  C5 1.086
21 H 1.74175 -0.72559 2.81637  C6 1.090
22 H 2.18542 -2.27995 2.09232  C6 1.094
23 H 2.55008 0.58060 -1.58725  C8 1.087
24 H 1.04072 1.45870 -1.27151  C8 1.087
25 H 1.42570 0.89156 -2.89611  C8 1.086
26 H 2.44966 -1.97768 -1.95106  C9 1.087
27 H 1.46752 -1.60537 -3.36555  C9 1.085
28 H 0.87536 -2.75233 -2.17031  C9 1.086
29 H -2.65412 0.04648 -0.83933  C10 1.088
30 H -3.83466 1.33445 -0.53211  C10 1.090
31 H -2.61996 1.53436 -1.80515  C10 1.093
32 H -0.26860 -0.57157 -1.93028  C11 1.092
33 H 0.63041 1.99059 1.91047  N12 1.006
34 H 2.51189 -0.26230 0.49279  N14 1.010

## Properties
Net charge: +1
Orbital gap, eV: 9.361

Atom charges from the Mulliken analysis, given in e for atoms 1 to 6:
1. C -0.680
2. C -0.313
3. C -0.614
4. C -0.454
5. C -0.539
6. C -0.668



Model two:
ORCA calculation (ωB97M-V with the def2-TZVPD basis set) on a 2-piece molecular cluster, C11H20N3 overall.

Bonds (Å) are listed after each position.
Atoms and positions in Å:
1 C -0.33916 -1.28536 0.30097  C3 1.481, N12 1.270, H15 1.003
2 C -2.48273 0.73774 -1.04190  C6 1.517, N13 1.447, H16 0.993, H17 1.064
3 C -1.42081 -2.24094 -0.03090  C1 1.481, C4 1.528, C5 1.542, H18 1.094
4 C -2.24568 -2.26247 -1.31728  C3 1.528, C5 1.482, C7 1.520, H19 1.162
5 C -2.77421 -1.51269 -0.15270  C3 1.542, C4 1.482, N13 1.422, H20 1.086
6 C -1.73976 0.52328 0.26306  C2 1.517, N12 1.386, N13 1.374, H30 1.165
7 C -2.84694 -3.55710 -1.84067  C4 1.520, H21 1.128, H22 1.041, H23 1.046
8 C 1.91766 1.23109 -1.43631  C10 1.457, H24 1.107, H25 1.069, H26 1.155
9 C 1.51784 2.12294 3.03308  C11 1.554, H27 1.107, H28 1.109, H29 1.047
10 C 2.62918 1.61513 -0.22420  C8 1.457, N14 1.227, H31 1.113
11 C 2.59312 1.40739 2.16937  C9 1.554, N14 1.434, H32 1.131, H33 1.101
12 N -0.49425 -0.03972 0.49122  C1 1.270, C6 1.386
13 N -2.93626 -0.11329 0.03726  C2 1.447, C5 1.422, C6 1.374
14 N 2.22502 1.10586 0.81685  C10 1.227, C11 1.434, H34 1.021
15 H 0.48384 -1.65658 0.73744  C1 1.003
16 H -3.01160 1.56940 -1.15969  C2 0.993
17 H -2.15787 0.16613 -1.87814  C2 1.064
18 H -1.48539 -3.20604 0.48113  C3 1.094
19 H -1.75460 -1.54924 -2.09200  C4 1.162
20 H -3.61131 -2.01454 0.32376  C5 1.086
21 H -3.89199 -3.76732 -1.47089  C7 1.128
22 H -2.30143 -4.38750 -1.53120  C7 1.041
23 H -2.88603 -3.56685 -2.88620  C7 1.046
24 H 2.66621 0.97468 -2.21093  C8 1.107
25 H 1.26461 0.39986 -1.27613  C8 1.069
26 H 1.18782 2.01974 -1.86002  C8 1.155
27 H 0.76303 2.72706 2.49347  C9 1.107
28 H 0.81439 1.45754 3.57330  C9 1.109
29 H 1.95165 2.65590 3.82270  C9 1.047
30 H -1.81624 1.49980 0.89404  C6 1.165
31 H 3.50667 2.27046 -0.42486  C10 1.113
32 H 2.89290 0.42836 2.64905  C11 1.131
33 H 3.55010 1.94892 2.11685  C11 1.101
34 H 1.32141 0.63561 0.88732  N14 1.021

## Properties
Net charge: +1
Orbital gap, eV: 8.323

Atom charges from the Mulliken analysis, given in e for atoms 1 to 6:
1. C -0.481
2. C -0.604
3. C -0.445
4. C 0.338
5. C -0.145
6. C -0.077



Which of them is least stable? Easy: model two.



Model one:
ORCA calculation (ωB97M-V with the def2-TZVPD basis set) on one molecule with the formula C3H3FN2.

Bonds (Å) are listed after each position.
Atoms and positions in Å:
1 F -2.44724 -0.47810 -0.03612  C2 1.284
2 C -1.20651 -0.15602 -0.10637  F1 1.284, C3 1.347, N6 1.455
3 C -0.14854 -0.98782 -0.06157  C2 1.347, N4 1.361, H7 1.017
4 N 0.95156 -0.18721 -0.06623  C3 1.361, C5 1.356, H8 0.970
5 C 0.52909 1.10154 -0.04602  N4 1.356, N6 1.312, H9 1.087
6 N -0.77567 1.23355 -0.09418  C2 1.455, C5 1.312
7 H -0.11547 -2.00001 0.03246  C3 1.017
8 H 1.90150 -0.30522 0.09091  N4 0.970
9 H 1.31127 1.77928 0.28713  C5 1.087

## Properties
Orbital gap, eV: 9.821
Structure (SMILES): Fc1c[nH]cn1

Atom charges from the Mulliken analysis, given in e for atoms 1 to 6:
1. F -0.234
2. C 0.344
3. C -0.398
4. N -0.047
5. C -0.085
6. N -0.547



Model two:
ORCA calculation (ωB97M-V with the def2-TZVPD basis set) on a 2-piece molecular cluster, C3H3FN2 overall.

Bonds (Å) are listed after each position.
Atoms and positions in Å:
1 C 1.82728 1.63249 0.07233  C2 1.209, H7 1.051
2 C 1.19104 0.61199 0.20053  C1 1.209, N5 1.304
3 C -1.26370 -0.93635 -0.06346  N4 1.205, H8 1.069
4 N -1.91846 0.05377 0.14419  C3 1.205, H9 1.009
5 N 0.69373 -0.58154 0.36749  C2 1.304, F6 1.437
6 F 1.21919 -1.51617 -0.58940  N5 1.437
7 H 2.41216 2.50399 0.12521  C1 1.051
8 H -1.24527 -1.96596 -0.34931  C3 1.069
9 H -2.91598 0.19778 0.09243  N4 1.009

## Properties
Orbital gap (alpha / beta), eV: 8.592 / 8.594

Atom charges from the Mulliken analysis, given in e for atoms 1 to 6:
1. C -0.589
2. C 0.343
3. C 0.131
4. N -0.365
5. N -0.353
6. F -0.231



Which of them is least stable? Easy: model two.



Model one:
ORCA calculation (ωB97M-V with the def2-TZVPD basis set) on one molecule with the formula C2H3NO.

Bonds (Å) are listed after each position.
Atoms and positions in Å:
1 C -0.60450 -0.28334 -0.11627  C2 1.574, N3 1.420, H5 1.098, H6 1.192
2 C 0.23775 0.54570 0.92285  C1 1.574, O4 1.384, H7 1.073
3 N -1.79965 -0.01701 0.60349  C1 1.420, O4 1.423
4 O -1.01332 0.81219 1.45191  C2 1.384, N3 1.423
5 H -0.72106 0.35290 -1.00356  C1 1.098
6 H -0.39568 -1.42186 -0.40043  C1 1.192
7 H 1.21379 0.96564 1.07540  C2 1.073

## Properties
Orbital gap (alpha / beta), eV: 8.543 / 9.457

Atom charges from the Mulliken analysis, given in e for atoms 1 to 6:
1. C -0.126
2. C -0.275
3. N -0.328
4. O -0.088
5. H 0.182
6. H 0.265



Model two:
ORCA calculation (ωB97M-V with the def2-TZVPD basis set) on a 2-piece molecular cluster, C2H3NO overall.

Bonds (Å) are listed after each position.
Atoms and positions in Å:
1 C -2.08630 2.02654 -0.11118  N2 1.140, H3 1.049
2 N -1.42658 2.43884 0.72230  C1 1.140
3 H -2.45782 1.60724 -0.99807  C1 1.049
4 C 0.08919 -0.60218 -0.98654  O5 1.225, H6 1.123, H7 1.103
5 O 0.55654 -1.21628 -0.03476  C4 1.225
6 H -0.80628 -0.85776 -1.61444  C4 1.123
7 H 0.42341 0.41282 -1.25988  C4 1.103

## Properties
Orbital gap, eV: 10.896
Structure (SMILES): C#N.C=O

Atom charges from the Mulliken analysis, given in e for atoms 1 to 6:
1. C 0.055
2. N -0.315
3. H 0.268
4. C -0.039
5. O -0.401
6. H 0.201



Model three:
ORCA calculation (ωB97M-V with the def2-TZVPD basis set) on a 2-piece molecular cluster, C2H3NO overall.

Bonds (Å) are listed after each position.
Atoms and positions in Å:
1 C 0.34199 -0.93392 1.89418  N3 1.162, H6 1.043
2 C 0.41468 0.99974 -1.43562  O4 1.306, H7 1.078
3 N -0.45630 -0.99510 1.05268  C1 1.162
4 O -0.81079 0.56983 -1.29471  C2 1.306, H5 0.904
5 H -0.91962 -0.07660 -0.67189  O4 0.904
6 H 0.86172 -1.17526 2.76546  C1 1.043
7 H 0.56833 1.61131 -2.31010  C2 1.078

## Properties
Orbital gap, eV: 9.019

Atom charges from the Mulliken analysis, given in e for atoms 1 to 6:
1. C 0.022
2. C -0.310
3. N -0.391
4. O -0.295
5. H 0.515
6. H 0.301



Model four:
ORCA calculation (ωB97M-V with the def2-TZVPD basis set) on a 2-piece molecular cluster, C2H3NO overall.

Bonds (Å) are listed after each position.
Atoms and positions in Å:
1 O -1.00076 0.31242 -0.59226  C2 1.222
2 C -0.61054 -0.75648 -0.14731  O1 1.222, H6 1.086, H7 1.100
3 C 1.69416 0.42755 0.14929  N4 1.186
4 N 0.96463 1.31775 0.43734  C3 1.186, H5 1.204
5 H -0.17200 1.18778 0.06264  N4 1.204
6 H -0.76094 -1.65347 -0.74128  C2 1.086
7 H -0.11456 -0.83555 0.83158  C2 1.100

## Properties
Orbital gap, eV: 10.245

Atom charges from the Mulliken analysis, given in e for atoms 1 to 6:
1. O -0.418
2. C -0.193
3. C -0.116
4. N -0.435
5. H 0.494
6. H 0.277



Which of them is least stable? Easy: model one.